No. 1
DFT (ωB97M-V/def2-TZVPD) results for C28H63N11O2Sc as an isolated structure in a non-equilibrium geometry.

As for the HOMO energy: -15.4 eV. Its largest force on an atom is 1.28 eV/Å. The net charge is +3. The total energy comes out at -71223.6220 eV. Its multiplicity is 1.

Last column: Löwdin charge in e.
Element x y z (Å)
Sc: 0.90 0.16 0.01  1.194
C: 2.86 -4.71 2.40  -0.004
N: 1.83 -3.81 1.88  -0.110
C: 0.47 -4.31 2.08  -0.017
C: 2.13 -2.62 1.33  -0.391
N: 1.42 -2.04 0.37  0.004
C: 0.65 -2.89 -0.57  -0.179
C: -0.78 -2.44 -0.62  -0.159
N: -0.95 -1.00 -0.94  -0.198
C: -2.34 -0.64 -0.51  -0.152
C: -2.64 0.83 -0.37  -0.217
N: -2.17 1.24 0.94  0.086
C: -2.97 1.90 1.72  -0.392
N: -4.09 2.59 1.34  -0.134
C: -5.27 2.70 2.19  -0.025
C: -4.21 3.30 0.07  -0.038
N: -2.64 1.93 3.08  -0.185
C: -2.93 3.10 3.90  -0.048
C: -2.64 0.66 3.81  -0.056
C: -0.86 -0.79 -2.42  -0.144
C: 0.55 -0.65 -2.93  -0.199
N: 1.25 0.39 -2.15  -0.037
C: 2.21 1.05 -2.81  -0.402
N: 3.03 0.43 -3.67  -0.111
C: 3.54 1.05 -4.90  -0.003
C: 3.44 -0.96 -3.46  -0.017
N: 2.37 2.38 -2.60  -0.118
C: 3.66 3.05 -2.75  -0.029
C: 1.23 3.28 -2.55  -0.013
N: 3.24 -1.95 1.80  -0.141
C: 4.37 -1.76 0.89  -0.048
C: 3.61 -2.02 3.21  -0.034
H: 2.68 -5.71 2.01  0.111
H: 3.85 -4.40 2.08  0.090
H: 2.84 -4.76 3.49  0.106
H: 0.35 -4.58 3.13  0.114
H: -0.27 -3.56 1.84  0.061
H: 0.28 -5.20 1.48  0.111
H: 1.12 -2.84 -1.55  0.104
H: 0.68 -3.94 -0.29  0.119
H: -1.35 -3.04 -1.33  0.149
H: -1.23 -2.59 0.37  0.106
H: -3.04 -1.12 -1.21  0.144
H: -2.49 -1.09 0.46  0.119
H: -2.15 1.40 -1.17  0.107
H: -3.72 0.96 -0.52  0.119
H: -5.21 2.01 3.02  0.089
H: -5.40 3.72 2.57  0.100
H: -6.15 2.44 1.60  0.105
H: -4.56 4.32 0.27  0.105
H: -3.24 3.37 -0.42  0.075
H: -4.91 2.83 -0.61  0.100
H: -3.83 2.98 4.50  0.092
H: -2.10 3.26 4.59  0.096
H: -3.03 3.98 3.28  0.099
H: -2.54 -0.17 3.11  0.069
H: -1.81 0.62 4.52  0.098
H: -3.57 0.54 4.37  0.110
H: -1.37 -1.61 -2.93  0.145
H: -1.40 0.12 -2.66  0.122
H: 1.07 -1.61 -2.91  0.078
H: 0.50 -0.36 -3.98  0.146
H: 3.00 1.97 -5.12  0.099
H: 4.61 1.25 -4.85  0.101
H: 3.36 0.36 -5.73  0.110
H: 3.27 -1.25 -2.43  0.075
H: 2.92 -1.65 -4.13  0.105
H: 4.51 -1.04 -3.68  0.107
H: 4.47 2.33 -2.69  0.078
H: 3.74 3.60 -3.69  0.106
H: 3.76 3.77 -1.94  0.101
H: 0.32 2.71 -2.39  0.077
H: 1.36 4.01 -1.75  0.086
H: 1.15 3.82 -3.50  0.113
H: 4.02 -1.64 -0.13  0.073
H: 4.93 -0.88 1.19  0.071
H: 5.05 -2.61 0.94  0.106
H: 4.45 -2.70 3.39  0.098
H: 3.91 -1.03 3.54  0.099
H: 2.77 -2.34 3.81  0.098
C: -0.12 -0.72 2.97  -0.033
O: 0.62 0.25 2.20  -0.291
C: 0.52 1.55 2.85  -0.136
C: 1.31 2.50 2.03  -0.156
O: 0.81 2.46 0.68  -0.281
C: -0.09 3.56 0.44  -0.045
H: 0.24 -0.71 4.00  0.120
H: 0.05 -1.69 2.53  0.061
H: -1.18 -0.47 2.94  0.031
H: 0.94 1.47 3.86  0.155
H: -0.53 1.82 2.90  0.103
H: 2.36 2.23 2.01  0.113
H: 1.23 3.51 2.43  0.152
H: 0.50 4.48 0.41  0.114
H: -0.83 3.61 1.23  0.093
H: -0.57 3.40 -0.51  0.074
C: 6.47 0.88 -0.72  -0.050
C: 5.53 1.71 0.17  -0.168
C: 4.15 1.23 0.15  -0.119
N: 3.07 0.84 0.12  0.178
H: 7.46 1.32 -0.69  0.099
H: 6.13 0.87 -1.76  0.070
H: 6.54 -0.15 -0.37  0.077
H: 5.52 2.76 -0.15  0.127
H: 5.87 1.71 1.21  0.137

=====

No. 2
DFT (ωB97M-V/def2-TZVPD) results for one molecule with the formula C17H34O2.

As for the HOMO energy: -10.4 eV. As for the SMILES: CCCCCCCCCCCCCCCC(=O)OC. Its largest force on an atom is 0.39 eV/Å. The net charge is 0. The total energy comes out at -22276.6438 eV. Its multiplicity is 1.

Last column: Löwdin charge in e.
Element x y z (Å)
C: 3.48 -2.97 -6.26  -0.112
C: 2.53 -3.10 -5.08  -0.269
C: 1.11 -2.61 -5.38  -0.224
C: 1.01 -1.12 -5.73  -0.218
C: 1.53 -0.17 -4.65  -0.214
C: 0.86 -0.31 -3.29  -0.217
C: -0.64 -0.02 -3.32  -0.216
C: -1.27 0.04 -1.93  -0.216
C: -1.25 -1.30 -1.20  -0.221
C: -2.10 -1.32 0.07  -0.215
C: -1.67 -0.32 1.15  -0.213
C: -0.25 -0.55 1.65  -0.211
C: 0.12 0.34 2.84  -0.206
C: -0.55 -0.10 4.14  -0.200
C: -0.15 0.79 5.31  -0.097
C: -0.75 2.17 5.18  -0.519
O: -1.87 2.41 4.81  0.114
O: 0.13 3.12 5.54  -0.042
C: -0.34 4.46 5.49  -0.052
H: 3.65 -1.92 -6.51  0.064
H: 4.44 -3.42 -6.03  0.068
H: 3.07 -3.47 -7.14  0.074
H: 2.93 -2.56 -4.22  0.097
H: 2.47 -4.16 -4.79  0.104
H: 0.48 -2.82 -4.52  0.099
H: 0.72 -3.18 -6.22  0.110
H: 1.56 -0.93 -6.65  0.102
H: -0.04 -0.89 -5.94  0.103
H: 2.60 -0.31 -4.53  0.102
H: 1.38 0.86 -5.01  0.110
H: 1.33 0.39 -2.60  0.116
H: 1.03 -1.32 -2.90  0.098
H: -1.15 -0.79 -3.90  0.107
H: -0.81 0.93 -3.82  0.115
H: -0.74 0.79 -1.33  0.107
H: -2.31 0.37 -2.02  0.115
H: -0.22 -1.58 -0.96  0.099
H: -1.64 -2.07 -1.88  0.114
H: -3.14 -1.11 -0.20  0.109
H: -2.07 -2.32 0.49  0.109
H: -1.75 0.70 0.76  0.110
H: -2.37 -0.40 1.98  0.106
H: 0.46 -0.35 0.84  0.104
H: -0.13 -1.60 1.94  0.117
H: 1.20 0.32 2.98  0.115
H: -0.18 1.37 2.62  0.117
H: -0.27 -1.14 4.36  0.117
H: -1.64 -0.06 4.04  0.107
H: -0.53 0.37 6.25  0.129
H: 0.94 0.89 5.39  0.120
H: -1.20 4.59 6.15  0.096
H: -0.65 4.71 4.47  0.096
H: 0.49 5.08 5.80  0.091

=====

No. 3
DFT (ωB97M-V/def2-TZVPD) results for one molecule with the formula C5H4N4 in a non-equilibrium geometry.

As for the HOMO energy: -9.4 eV. As for the SMILES: C=c1cnn2nncc12. Its largest force on an atom is 2.29 eV/Å. The net charge is 0. The total energy comes out at -11207.0658 eV. Its multiplicity is 1.

Last column: Löwdin charge in e.
Element x y z (Å)
C: 1.07 -0.95 1.56  0.116
C: 0.64 -0.09 0.63  -0.208
C: 1.16 1.27 0.33  -0.050
N: 0.45 1.90 -0.58  0.155
N: -0.42 0.92 -1.00  -0.170
N: -1.37 1.02 -1.93  0.054
N: -2.01 -0.11 -1.90  -0.016
C: -1.52 -0.94 -0.94  -0.078
C: -0.47 -0.25 -0.35  -0.174
H: 1.94 -0.71 2.17  0.073
H: 0.67 -1.94 1.64  0.073
H: 1.91 1.74 0.97  0.117
H: -2.03 -1.86 -0.60  0.108

=====

No. 4
DFT (ωB97M-V/def2-TZVPD) results for C2H3N3O3 as an isolated structure in a non-equilibrium geometry.

As for the HOMO energy: -8.3 eV. Its largest force on an atom is 8.14 eV/Å. The net charge is 0. The total energy comes out at -12725.5664 eV. Its multiplicity is 1.

Last column: Löwdin charge in e.
Element x y z (Å)
C: 0.43 -0.32 -0.20  -0.344
C: -1.75 -0.53 -0.17  -0.099
H: 3.61 0.22 0.53  0.256
H: -2.86 -0.17 -0.05  0.167
H: -1.26 2.27 0.76  0.311
N: 1.63 0.30 -0.15  -0.021
N: -1.44 -1.78 0.03  0.157
N: -0.67 0.49 -0.06  -0.213
O: 2.81 -0.50 -0.12  -0.189
O: 0.19 -1.72 -0.27  -0.004
O: -0.71 1.75 -0.30  -0.020

=====

No. 5
DFT (ωB97M-V/def2-TZVPD) results for C3H3LiOSn as an isolated structure in a non-equilibrium geometry.

As for the HOMO energy (alpha / beta): -11.4 / -12.6 eV. As for the expectation value of S²: 0.77. Its largest force on an atom is 4.41 eV/Å. The net charge is +1. The total energy comes out at -11232.2718 eV. Its multiplicity is 2.

Last column: Löwdin charge in e.
Element x y z (Å)
C: -1.26 0.77 0.46  -0.062
O: -1.79 -0.22 0.99  -0.090
Li: -0.70 -1.72 0.44  0.768
H: -1.86 1.62 0.07  0.118
Sn: 2.72 0.40 -1.19  1.174
C: 0.42 0.35 -0.46  -0.457
C: 1.17 -0.72 0.02  -0.507
H: -0.10 0.20 -1.43  0.040
H: 1.41 -0.70 1.10  0.017